{
  "formula": "C4H37N2O15",
  "method": "ωB97M-V/def2-TZVPD",
  "elements": ["C", "H", "H", "H", "C", "H", "H", "H", "H", "H", "H", "O", "H", "H", "H", "N", "H", "O", "H", "O", "H", "H", "H", "C", "H", "O", "H", "H", "H", "O", "O", "H", "O", "O", "C", "H", "H", "H", "O", "O", "O", "H", "H", "O", "H", "O", "N", "H", "H", "O", "O", "H", "H", "H", "H", "H", "H", "H"],
  "positions_angstrom": [[2.106, -0.920, 2.059], [2.010, -4.513, -0.089], [2.532, -0.562, 1.119], [-3.510, 3.064, -0.491], [0.006, -1.013, 0.610], [0.210, -1.498, 4.026], [-1.397, -4.471, 0.874], [-0.283, -2.079, -3.966], [-3.038, 0.941, -0.483], [-0.901, -2.143, 2.980], [-3.221, 2.430, -2.754], [2.145, -2.720, -2.753], [1.863, -3.077, 0.505], [0.437, -1.978, 0.295], [-2.930, -1.437, 1.931], [0.070, -1.901, 3.097], [-0.298, -3.247, -3.131], [2.595, -2.283, 1.899], [3.523, 1.341, -1.175], [-3.724, -0.959, 2.109], [-3.935, -0.436, 1.311], [2.274, -2.805, 2.637], [-4.429, 1.156, -0.769], [0.565, -0.881, 2.041], [2.639, 2.026, 1.871], [1.715, 3.892, -1.637], [1.922, -3.223, -1.934], [-1.062, -1.242, 0.504], [0.006, 0.025, 2.364], [-0.015, 4.408, 0.202], [-3.925, 0.754, -0.060], [2.759, 2.657, -0.855], [-2.612, 3.337, -0.356], [-1.142, -4.437, -0.058], [-0.583, 0.369, -1.263], [0.239, 3.619, 0.789], [-2.250, 1.299, -2.534], [1.223, 3.744, -2.442], [3.329, 1.340, 2.029], [3.498, 2.105, -0.615], [-0.391, 2.172, 1.400], [-0.830, 4.089, -0.214], [-2.044, 2.488, -0.411], [-2.992, 1.557, -3.063], [-1.051, 1.747, 0.705], [-1.479, 1.118, -0.540], [0.529, -0.121, -0.383], [1.232, 0.580, -0.081], [2.564, -1.914, -2.290], [1.780, -3.606, -0.368], [-0.684, -2.943, -3.961], [2.553, -0.530, 2.922], [3.760, 1.506, 1.138], [-1.132, -0.528, -1.681], [0.954, 4.214, -1.067], [-0.959, 2.713, 1.972], [-0.214, -4.219, 0.049], [-0.009, 0.999, -2.013]],
  "max_force_ev_per_a": 4.02,
  "homo_ev": -5.789,
  "e_lumo_ev": 2.4,
  "total_charge": -1,
  "orbital_gap_ev": 8.15
}

---

{
  "formula": "C4H37N3O14",
  "method": "ωB97M-V/def2-TZVPD",
  "elements": ["H", "O", "H", "H", "H", "H", "O", "H", "H", "H", "C", "H", "O", "H", "O", "C", "H", "H", "H", "H", "H", "H", "C", "O", "H", "O", "C", "H", "H", "H", "O", "H", "H", "H", "O", "H", "H", "O", "N", "O", "H", "O", "H", "O", "O", "H", "H", "H", "H", "N", "H", "O", "H", "N", "H", "H", "H", "H"],
  "positions_angstrom": [[2.653, -1.473, 0.837], [1.989, 3.409, -2.005], [2.895, 1.090, 3.031], [-0.666, 3.550, -1.491], [0.576, -0.438, 1.249], [0.642, 1.049, 2.623], [-0.306, 0.942, 2.956], [0.322, 0.376, -1.736], [3.123, -0.715, -0.430], [-2.699, -2.395, 1.297], [0.340, -2.994, 0.475], [-2.124, 0.555, -2.245], [0.383, -1.187, -3.307], [-0.905, 2.655, -2.682], [-1.570, 0.665, -2.996], [0.117, 0.658, -0.628], [1.150, -1.635, -0.891], [-2.632, 1.028, -0.075], [-3.428, -2.523, 2.642], [2.165, 2.585, -2.343], [-1.169, -2.021, 3.096], [-0.273, -0.407, -3.263], [1.055, 2.810, 0.213], [2.761, -0.805, -2.158], [1.979, 3.327, 0.491], [-0.332, -1.688, 3.502], [-0.071, -0.561, 0.329], [-1.458, 2.455, 0.798], [1.116, 3.570, -2.305], [-2.987, -1.160, -0.530], [-2.836, -2.090, -0.392], [0.995, -2.379, 2.304], [1.861, -3.740, 1.696], [-0.868, 1.258, -0.653], [-3.087, 0.557, -0.791], [-3.982, 0.911, -0.867], [3.339, -0.438, -2.805], [2.279, 1.132, 2.286], [1.422, -2.836, 1.483], [-0.638, 3.490, -2.456], [-0.663, -3.128, 0.948], [3.158, -0.674, 0.517], [-0.397, 1.421, 3.762], [-2.100, 1.912, 1.201], [-2.549, -2.544, 2.242], [-2.169, 0.673, -3.757], [-1.598, 1.414, 1.875], [-1.944, -2.235, -0.719], [2.134, 1.011, -0.105], [0.276, -1.808, -0.416], [1.957, -0.918, -2.617], [-0.057, 3.326, 0.181], [-1.159, -0.620, 0.657], [1.218, 1.502, -0.195], [-0.336, -0.700, 3.287], [2.575, 0.483, 1.686], [0.032, -1.790, -2.638], [0.493, -3.909, -0.165]],
  "max_force_ev_per_a": 3.82,
  "homo_ev": -9.485,
  "e_lumo_ev": 0.2,
  "total_charge": 0,
  "orbital_gap_ev": 9.67
}

---

DFT total energy per entry: -1412.72554; -1392.28199 hartree